# C61H74NO5PtSeTe

A structure of composition C61H74NO5PtSeTe (ωB97M-V/def2-TZVPD, the Open Molecules 2025 dataset).

XYZ file:
```
144
Properties=species:S:1:pos:R:3:forces:R:3:lowdin_charge:R:1
Pt -1.083804 0.691556 -1.303531 0.4 -0.2 0.5 1.340
C 5.024981 1.803806 3.206209 0.0 0.0 0.0 -0.046
C 4.129395 0.646344 3.675669 0.0 0.0 0.0 -0.556
C 4.871811 -0.684189 3.472705 0.0 0.0 0.0 -0.045
C 3.860226 0.818501 5.170993 0.0 0.0 0.0 -0.067
C 2.837303 0.620824 2.857806 0.0 0.0 0.0 -0.165
C 2.897831 0.488385 1.475032 0.1 0.1 0.0 -0.061
C 1.730738 0.372166 0.747930 -0.1 -0.2 -0.1 -0.380
Se 1.772344 0.409017 -1.169015 -0.1 0.0 0.0 1.267
C 2.022150 2.297160 -1.266762 0.1 -0.2 -0.1 -0.388
C 3.306629 2.811891 -1.126661 0.0 -0.1 0.0 -0.062
C 3.503213 4.176341 -1.117510 0.0 0.1 0.0 -0.168
C 2.359050 4.978917 -1.237038 0.0 0.1 0.0 0.027
C 1.068078 4.495264 -1.376397 -0.1 0.1 0.0 -0.073
C 0.889811 3.083774 -1.424563 0.0 0.1 -0.1 -0.346
O -0.312388 2.560517 -1.632921 0.1 0.2 0.0 -0.287
C -0.136757 5.444003 -1.454793 0.0 -0.1 0.0 -0.524
C -0.868342 5.271299 -2.799152 0.0 0.0 0.1 -0.038
C -1.103626 5.149031 -0.292016 0.1 0.0 0.0 -0.038
C 0.288904 6.909775 -1.341988 0.0 0.0 0.0 -0.074
C 4.882345 4.820153 -0.960698 0.0 0.0 0.0 -0.557
C 5.990471 3.770540 -0.868803 0.0 0.0 0.0 -0.066
C 5.172515 5.723132 -2.169629 0.0 0.0 0.0 -0.047
C 4.910132 5.662768 0.323342 0.0 0.0 0.0 -0.043
C 0.469510 0.307372 1.348538 0.0 0.0 -0.1 -0.405
O -0.585366 -0.105543 0.654878 -0.3 0.2 0.1 -0.366
C 0.376462 0.622094 2.720055 -0.1 -0.1 0.1 -0.080
C 1.569356 0.733977 3.431473 0.0 0.0 0.1 0.035
C -0.992216 0.870004 3.371904 0.0 -0.1 -0.1 -0.518
C -1.674574 2.021739 2.609975 0.0 0.0 0.0 -0.027
C -0.846057 1.282270 4.837640 0.0 0.1 0.0 -0.070
C -1.900607 -0.371341 3.329362 0.1 -0.1 0.0 -0.029
H 5.931389 1.855343 3.818008 -0.1 0.0 -0.1 0.085
H 4.495892 2.757376 3.290659 0.0 -0.1 0.0 0.090
H 5.330865 1.678422 2.163700 0.0 0.0 0.1 0.067
H 5.807731 -0.688412 4.041152 -0.1 0.0 0.0 0.085
H 5.110621 -0.853824 2.419676 0.0 0.0 0.1 0.080
H 4.256052 -1.520644 3.817380 0.1 0.0 0.0 0.083
H 4.809469 0.808336 5.712290 0.0 0.0 0.0 0.085
H 3.242727 0.004109 5.561758 0.0 0.1 0.0 0.088
H 3.361948 1.768657 5.385585 0.0 -0.1 0.0 0.089
H 3.849596 0.494810 0.952646 0.0 0.0 0.0 0.107
H 4.135433 2.121464 -1.026117 -0.1 0.0 0.0 0.094
H 2.494994 6.053691 -1.209535 0.0 -0.1 0.0 0.094
H -1.243558 4.255249 -2.911499 0.0 0.0 0.0 0.070
H -0.193404 5.491093 -3.632184 -0.1 0.0 0.0 0.089
H -1.714802 5.965226 -2.852079 0.1 0.0 0.0 0.084
H -1.542404 4.157659 -0.384089 0.0 0.0 0.0 0.052
H -1.910890 5.890730 -0.285712 0.1 0.0 0.0 0.085
H -0.577128 5.211120 0.665995 0.0 0.0 -0.1 0.091
H 0.945985 7.208451 -2.164411 0.0 0.0 0.1 0.086
H 0.795586 7.112890 -0.393427 0.0 0.0 -0.1 0.088
H -0.603427 7.539150 -1.384882 0.0 0.0 0.0 0.084
H 6.018095 3.139874 -1.762389 0.0 0.0 0.1 0.089
H 5.860424 3.129094 0.008787 0.0 0.0 -0.1 0.073
H 6.959254 4.268665 -0.778672 0.0 0.0 0.0 0.086
H 5.135832 5.144188 -3.096637 0.0 0.0 0.0 0.091
H 6.167913 6.169692 -2.078999 -0.1 0.0 0.0 0.084
H 4.444503 6.534052 -2.249083 0.0 0.0 0.0 0.077
H 4.707195 5.035114 1.196052 0.0 0.0 0.0 0.084
H 4.159464 6.456528 0.296945 0.0 0.0 0.0 0.079
H 5.892588 6.128892 0.451891 -0.1 0.0 0.0 0.085
H 1.505693 0.919707 4.495515 0.0 0.0 -0.1 0.086
H -1.038876 2.911984 2.605061 0.0 0.0 0.0 0.091
H -2.625189 2.278024 3.089965 0.1 0.0 0.0 0.089
H -1.882238 1.737089 1.576451 0.0 0.0 0.1 0.066
H -0.232914 2.181727 4.950443 0.0 -0.1 0.0 0.088
H -0.409492 0.478988 5.439312 0.0 0.1 0.0 0.087
H -1.836982 1.500889 5.243996 0.1 0.0 0.0 0.085
H -2.094299 -0.689431 2.306753 0.0 0.0 0.0 0.063
H -2.861196 -0.131552 3.799027 0.1 0.0 0.0 0.088
H -1.450190 -1.206293 3.878099 0.0 0.0 0.0 0.086
C -4.574460 3.608380 -1.518184 0.0 0.0 0.0 0.007
C -3.961838 2.252454 -1.253241 -0.2 0.1 0.1 -0.347
O -2.732433 2.241688 -1.125794 0.1 0.1 -0.1 -0.085
C -4.798403 1.085738 -1.136176 0.1 -0.1 -0.2 -0.097
C -6.184027 1.203802 -1.385008 0.0 0.1 0.0 -0.046
C -7.039668 0.143850 -1.280082 -0.1 -0.1 0.0 -0.098
C -6.512676 -1.097068 -0.882065 0.1 0.1 0.0 -0.073
C -5.176057 -1.246593 -0.627997 0.1 0.0 0.0 -0.022
C -4.242694 -0.176717 -0.766678 0.3 0.1 0.2 -0.324
O -2.987566 -0.383342 -0.499114 -0.3 -0.1 -0.3 -0.228
H -3.785663 4.354836 -1.466242 0.0 0.0 0.0 0.070
H -5.347603 3.839290 -0.784636 0.0 0.0 -0.1 0.093
H -5.022465 3.631817 -2.513557 0.0 0.0 0.0 0.096
H -6.587388 2.168169 -1.668315 0.1 0.0 0.0 0.104
H -8.095697 0.260463 -1.486231 0.0 0.0 0.0 0.098
H -7.172056 -1.950945 -0.772213 0.0 0.0 0.0 0.106
H -4.792114 -2.199761 -0.300502 0.1 -0.1 0.0 0.084
C -1.485025 -5.472172 5.575761 0.0 0.0 -0.1 -0.047
C -1.356860 -4.866707 4.201009 0.0 0.0 0.0 -0.260
C -0.172704 -4.269841 3.784415 0.0 0.0 0.0 -0.014
C -0.039529 -3.695214 2.524317 0.1 0.1 -0.1 -0.300
C 1.269697 -3.033081 2.158486 -0.2 0.1 0.0 -0.036
C -1.137125 -3.752218 1.659493 -0.1 0.2 -0.3 -0.272
Te -1.005136 -2.686809 -0.328916 -0.2 -0.7 0.4 1.956
N -0.967002 -1.296663 -2.121972 0.8 0.2 -0.4 -0.236
C 0.187508 -1.740378 -2.690388 -0.1 -0.1 0.0 -0.703
O 0.898287 -2.628666 -2.174464 -0.2 0.2 0.0 -0.106
C 0.581393 -1.229401 -4.048320 -0.2 0.1 0.0 -0.173
C 1.493237 -1.982181 -4.782179 0.1 0.0 0.0 -0.015
C 1.869377 -1.576148 -6.053898 0.0 0.0 0.0 -0.072
C 1.343750 -0.410591 -6.595822 0.0 0.0 0.0 -0.082
C 0.441480 0.350179 -5.863820 0.0 0.0 0.0 -0.071
C 0.056650 -0.059700 -4.596986 0.1 -0.1 0.0 -0.038
C -1.392592 -4.447463 -1.486954 -0.1 -0.1 -0.1 -0.303
C -2.445951 -4.470407 -2.413139 0.0 0.2 0.1 -0.279
C -3.296749 -3.275449 -2.769678 0.1 -0.1 0.0 -0.060
C -2.724579 -5.659662 -3.083941 0.0 0.0 -0.1 -0.015
C -1.990670 -6.812736 -2.877578 0.0 -0.1 0.0 -0.261
C -2.298525 -8.086651 -3.619788 0.0 0.0 0.1 -0.047
C -0.922291 -6.754559 -1.990148 0.0 0.0 0.0 -0.015
C -0.595962 -5.595322 -1.303355 0.1 0.1 0.1 -0.274
C 0.642065 -5.612679 -0.440671 -0.2 0.1 0.0 -0.053
C -2.349253 -4.333074 2.044675 0.0 0.0 -0.1 -0.278
C -3.573471 -4.415762 1.159316 0.2 0.0 0.2 -0.048
C -2.429714 -4.886268 3.321046 0.0 0.0 0.0 -0.015
H -0.547244 -5.404632 6.127476 0.0 0.0 0.0 0.074
H -1.767758 -6.524969 5.509813 0.0 0.0 0.0 0.082
H -2.257978 -4.960386 6.153585 0.0 0.0 0.0 0.083
H 0.675584 -4.236948 4.462198 0.0 0.0 0.0 0.116
H 1.973514 -3.089797 2.988440 0.0 0.0 0.0 0.080
H 1.122546 -1.976060 1.921126 0.0 -0.1 0.0 0.056
H 1.735028 -3.503579 1.292407 0.0 0.0 -0.1 0.071
H 1.899080 -2.882810 -4.338695 0.0 0.0 0.0 0.118
H 2.575701 -2.167758 -6.622893 0.0 0.0 0.0 0.103
H 1.636305 -0.094445 -7.590236 0.0 0.0 0.0 0.103
H 0.034530 1.263956 -6.280575 0.0 0.0 0.0 0.106
H -0.645120 0.535609 -4.034559 -0.1 0.1 0.1 0.082
H -3.244235 -2.485743 -2.033617 0.0 0.2 0.1 0.007
H -4.340232 -3.568077 -2.894728 0.0 0.0 0.0 0.088
H -2.954131 -2.841165 -3.711846 0.0 0.0 0.0 0.094
H -3.548679 -5.670597 -3.792244 0.0 0.0 0.0 0.121
H -3.218282 -7.998709 -4.197239 0.0 0.0 0.0 0.074
H -2.404428 -8.923976 -2.927584 0.0 0.0 0.0 0.081
H -1.487210 -8.332718 -4.308316 0.0 0.0 0.0 0.084
H -0.307791 -7.638635 -1.839791 0.0 0.1 0.0 0.123
H 1.330581 -6.384572 -0.784028 0.0 0.0 0.0 0.085
H 0.402199 -5.812438 0.605593 0.0 0.0 0.0 0.084
H 1.158201 -4.655471 -0.505030 0.1 0.0 0.0 0.046
H -3.476403 -3.782307 0.286469 -0.1 0.1 -0.2 0.011
H -4.464587 -4.102967 1.704979 0.0 0.0 0.0 0.089
H -3.729696 -5.438425 0.806351 0.0 0.0 0.0 0.097
H -3.368728 -5.338429 3.633060 0.1 0.0 0.0 0.126
```
Forces are in eV/Å.

Output
**Gap between HOMO and LUMO (alpha / beta)**: 7.83 / 5.82 eV
**HOMO level (alpha / beta)**: -7.389 / -7.574 eV
**Multiplicity**: 6